Entry 1:
{"formula": "C11H18N4PdS2", "method": "ωB97M-V with the def2-TZVPD basis set", "species": ["Pd", "N", "C", "C", "C", "N", "H", "H", "H", "H", "H", "H", "H", "H", "H", "H", "C", "C", "N", "C", "C", "S", "C", "C", "S", "C", "N", "C", "H", "H", "H", "H", "H", "H", "H", "H"], "coordinates": [[0.394, 0.133, -0.453], [0.579, 2.307, -1.064], [1.283, 3.157, -0.079], [0.646, 3.137, 1.313], [0.898, 1.859, 2.114], [0.015, 0.757, 1.714], [1.100, 2.343, -1.947], [-0.338, 2.717, -1.249], [1.293, 4.198, -0.426], [2.320, 2.817, -0.011], [-0.427, 3.326, 1.242], [1.075, 3.964, 1.878], [0.750, 2.074, 3.181], [1.936, 1.533, 1.981], [-0.960, 1.030, 1.847], [0.198, -0.066, 2.291], [3.079, -2.005, 0.629], [1.785, -2.673, 0.363], [0.727, -2.026, -0.052], [-0.359, -2.840, -0.261], [-0.105, -4.155, 0.015], [1.516, -4.368, 0.537], [-1.563, -2.218, -0.786], [-2.744, -2.802, -1.152], [-3.820, -1.643, -1.806], [-2.636, -0.415, -1.560], [-1.533, -0.865, -1.021], [-2.849, 0.996, -1.962], [3.019, -0.944, 0.348], [3.873, -2.478, 0.053], [3.352, -2.085, 1.681], [-0.769, -4.992, -0.071], [-3.025, -3.832, -1.082], [-3.814, 1.106, -2.450], [-2.069, 1.299, -2.664], [-2.827, 1.653, -1.091]], "lowdin_spin": [0.815, 0.041, 0.006, 0.001, 0.001, 0.053, 0.007, 0.000, 0.002, 0.000, 0.000, 0.000, 0.002, 0.000, 0.001, 0.000, 0.017, 0.080, 0.022, 0.096, 0.217, 0.084, 0.107, 0.225, 0.080, 0.088, 0.002, 0.016, 0.002, 0.005, 0.005, 0.006, 0.006, 0.000, 0.005, 0.005], "charge": 2, "s2": 2.025, "homo_ev": [-14.1, -13.9], "orbital_gap_ev": [6.957, 3.254], "spin_multiplicity": 3}

Entry 2:
{"formula": "C9H19N2Si", "method": "ωB97M-V with the def2-TZVPD basis set", "species": ["C", "Si", "C", "C", "N", "C", "C", "C", "C", "C", "C", "N", "H", "H", "H", "H", "H", "H", "H", "H", "H", "H", "H", "H", "H", "H", "H", "H", "H", "H", "H"], "coordinates": [[3.313, -1.448, -1.129], [3.254, 0.215, -0.229], [3.775, 0.128, 1.589], [1.395, 0.704, -0.240], [0.775, 1.846, -0.416], [-0.582, 1.770, -0.360], [-0.943, 0.462, -0.126], [-2.332, -0.097, 0.017], [-3.140, 0.300, -1.226], [-2.968, 0.518, 1.272], [-2.296, -1.622, 0.148], [0.175, -0.271, -0.037], [3.098, -1.337, -2.190], [4.303, -1.894, -1.045], [2.603, -2.167, -0.720], [3.872, 1.323, -0.964], [3.375, -0.753, 2.088], [4.859, 0.071, 1.660], [3.462, 1.000, 2.157], [1.274, 2.711, -0.582], [-1.198, 2.634, -0.491], [-4.151, -0.091, -1.148], [-3.196, 1.379, -1.323], [-2.685, -0.106, -2.128], [-3.984, 0.147, 1.383], [-2.407, 0.248, 2.164], [-3.008, 1.601, 1.200], [-3.305, -1.994, 0.299], [-1.903, -2.083, -0.756], [-1.704, -1.934, 1.006], [0.268, -1.257, 0.125]], "mulliken_charge": [-0.991, 0.320, -0.973, -0.269, 0.052, -0.722, -0.092, 2.196, -1.580, -1.581, -1.896, -0.008, 0.315, 0.347, 0.304, -0.115, 0.325, 0.321, 0.335, 0.263, 0.514, 0.436, 0.372, 0.390, 0.439, 0.397, 0.378, 0.407, 0.421, 0.420, 0.276], "charge": 1, "homo_ev": -13.0, "relative_energy_kcal_mol": 0.00, "smiles": "C[SiH](C)c1[nH]cc(C(C)(C)C)[nH+]1", "orbital_gap_ev": 9.804}

| no. | calculated total energy (hartree) | largest force on an atom (eV/A) |
| --- | --- | --- |
| 1 | -1572.65828 | 2.04 |
| 2 | -753.13209 | 5.90 |